1.
# C6H14O

A single C6H14O molecule in a non-equilibrium geometry (ωB97M-V/def2-TZVPD, OMol25).

Output
* structure (SMILES): CCCCCCO
* Kohn-Sham gap: 10.9054 eV
* HOMO energy: -9.97 eV

Atoms and positions in Å:
O: 3.005 0.921 1.164
C: 0.470 0.628 0.914
C: 0.222 -0.498 -0.076
C: -2.601 0.023 -1.406
C: -1.079 -1.366 0.034
C: -1.910 -1.374 -1.186
C: 1.782 1.453 0.692
H: -2.616 -2.306 -1.240
H: 1.108 -1.144 -0.071
H: -0.425 1.461 0.959
H: -2.653 0.531 -0.472
H: 2.034 1.523 -0.348
H: 0.590 0.180 1.952
H: 1.792 2.338 1.309
H: -1.742 -1.093 0.880
H: -1.267 -1.601 -2.108
H: -3.547 0.025 -1.848
H: -0.802 -2.363 0.329
H: 0.263 -0.130 -1.114
H: 3.637 1.344 0.487
H: -1.722 0.676 -1.869



2.
# C2H3Cl2N2O

2 unconnected molecules or ions with the total composition C2H3Cl2N2O in a non-equilibrium geometry (ωB97M-V/def2-TZVPD, OMol25).

Output
* Kohn-Sham gap (spin up / spin down): 8.0952 / 8.0962 eV
* HOMO energy (spin up / spin down): -14.33 / -14.33 eV
* net charge: +1

Atoms and positions in Å:
Cl: 0.853 2.148 -0.367
Cl: 2.439 0.108 0.678
O: 1.496 -1.793 -0.199
N: 0.409 -1.383 -0.385
N: -1.687 -0.149 -0.493
C: -0.494 -0.645 -0.333
C: 1.016 0.830 0.671
H: 0.555 0.739 1.665
H: -1.971 0.667 -1.038
H: -2.615 -0.522 -0.200



3.
# C22H45Br2N5O7

6 unconnected molecules or ions with the total composition C22H45Br2N5O7 in a non-equilibrium geometry (ωB97M-V/def2-TZVPD, OMol25).

Output
* structure (SMILES): C[C@H](Br)[C@H](Br)[C@@H]1COC(=O)C1.CNC(C)=O.CNC(C)=O.CNC(C)=O.CNC(C)=O.CNC(C)=O
* Kohn-Sham gap: 9.5639 eV
* HOMO energy: -9.12 eV

Atoms and positions in Å:
Br: 2.251 -3.272 0.327
Br: 1.182 -3.396 -4.149
O: -2.703 -2.682 -1.743
O: -5.864 4.662 -7.072
O: -2.644 -0.629 -0.895
O: 9.062 -4.828 3.209
O: -4.986 5.513 -0.769
O: -3.747 3.564 3.607
O: 6.654 -1.813 0.945
N: -5.913 3.918 3.156
N: -4.010 3.617 -0.073
N: 9.945 -6.821 3.729
N: 5.324 -2.171 2.712
N: -4.911 6.212 -5.763
C: 2.057 -2.579 -1.483
C: -1.655 -3.644 -2.092
C: -4.812 7.474 -5.050
C: -5.195 3.793 5.499
C: 3.381 -2.455 -2.200
C: -5.438 3.553 -2.066
C: -3.680 2.200 -0.100
C: -7.314 4.145 3.454
C: -4.882 3.747 4.023
C: -7.135 6.655 -6.702
C: 4.998 -2.442 4.098
C: 6.555 -2.042 2.143
C: -4.801 4.313 -0.927
C: 10.172 -8.249 3.602
C: 9.146 -6.025 2.974
C: -0.397 -2.850 -1.803
C: 7.755 -2.196 3.040
C: 0.949 -3.389 -2.222
C: -5.932 5.757 -6.537
C: 8.377 -6.670 1.847
C: -2.178 -1.454 -1.541
C: -0.860 -1.493 -2.318
H: 9.880 -8.746 4.529
H: -7.627 5.096 3.017
H: -0.191 -0.655 -2.197
H: -1.808 -4.442 -1.380
H: -3.615 4.184 0.664
H: -6.036 4.241 -2.655
H: -0.321 -2.709 -0.723
H: 1.029 -4.395 -1.833
H: 7.791 -5.907 1.342
H: -4.142 5.564 -5.696
H: -1.181 -1.562 -3.358
H: -2.601 2.086 -0.186
H: -4.275 3.641 6.055
H: 9.061 -7.118 1.125
H: -7.913 3.347 3.011
H: 1.658 -1.581 -1.380
H: -5.633 3.878 2.186
H: 5.894 -2.543 4.700
H: 9.599 -8.667 2.781
H: -4.669 3.120 -2.707
H: -3.939 8.023 -5.406
H: 3.796 -3.410 -2.493
H: 4.419 -3.366 4.161
H: 8.656 -2.072 2.449
H: 4.085 -1.990 -1.518
H: 3.281 -1.790 -3.041
H: 7.699 -7.432 2.233
H: 4.391 -1.626 4.495
H: -5.898 3.003 5.766
H: -4.003 1.740 0.835
H: -4.159 1.695 -0.931
H: -1.830 -3.861 -3.137
H: -5.698 8.081 -5.198
H: -5.612 4.763 5.772
H: -6.089 2.764 -1.685
H: -6.847 7.598 -7.169
H: 4.568 -2.058 2.054
H: 7.741 -1.433 3.822
H: 11.232 -8.434 3.426
H: -7.857 6.157 -7.342
H: 10.428 -6.324 4.462
H: -7.492 4.170 4.523
H: -4.689 7.278 -3.983
H: -7.601 6.851 -5.735
H: 7.769 -3.183 3.485



4.
# C44H32GeMoN5O2S

A molecular structure, C44H32GeMoN5O2S in a non-equilibrium geometry (ωB97M-V/def2-TZVPD, OMol25).

Output
* Kohn-Sham gap (spin up / spin down): 4.2628 / 4.3868 eV
* HOMO energy (spin up / spin down): -3.34 / -3.50 eV
* net charge: -1
* 2S+1: 3

Atoms and positions in Å:
Mo: -0.474 -0.709 -0.472
Ge: 1.259 2.204 0.942
S: 0.536 -2.077 -2.237
O: 2.717 -2.791 -2.700
O: 3.496 -4.764 -3.488
N: -3.541 0.440 -1.856
N: -0.130 -2.393 0.848
N: -2.467 -0.958 -0.179
N: -2.372 -2.412 1.876
N: -1.091 0.506 -1.995
C: -1.421 -5.716 -2.813
C: -1.275 5.014 2.839
C: -4.401 -2.063 0.506
C: 1.112 -3.015 0.807
C: 4.462 2.136 3.722
C: 0.796 -3.792 3.089
C: 3.888 2.536 -0.506
C: -5.353 -2.899 1.092
C: 2.448 2.761 -0.466
C: -0.835 3.917 2.117
C: 2.487 1.613 2.437
C: -2.947 -1.911 0.794
C: -6.674 -2.891 0.592
C: 1.251 -4.678 -2.880
C: 0.488 3.851 1.645
C: 4.637 3.166 -1.512
C: -0.080 1.935 -3.672
C: -4.784 -1.197 -0.574
C: -2.305 0.916 -2.347
C: -0.320 -6.460 -3.283
C: 2.589 -4.026 -3.075
C: 3.547 2.530 2.721
C: 0.003 0.632 0.848
C: -0.463 6.141 2.985
C: 1.259 4.975 1.772
C: 2.622 4.000 -2.562
C: -0.980 -2.635 1.930
C: 1.862 3.499 -1.492
C: 0.241 -3.872 -2.513
C: 0.940 -5.991 -3.262
C: 4.006 3.972 -2.434
C: 0.826 6.068 2.467
C: -2.456 2.044 -3.228
C: -1.353 2.355 -4.052
C: -7.019 -2.093 -0.513
C: -6.109 -1.219 -1.069
C: 3.124 0.256 4.309
C: 2.292 0.486 3.241
C: 1.597 -3.656 1.914
C: -3.595 -0.423 -0.898
C: 0.015 1.100 -2.574
C: -1.129 -4.420 -2.468
C: -0.495 -3.271 3.096
C: 4.158 1.089 4.597
H: 2.949 -0.633 4.958
H: 4.713 0.929 5.474
H: -1.502 3.058 -4.820
H: 1.687 -2.859 -0.088
H: -3.503 2.409 -3.454
H: -2.416 -6.095 -2.655
H: 2.360 4.892 1.394
H: 4.317 1.696 0.008
H: -6.435 -0.414 -1.762
H: -0.882 7.010 3.527
H: 0.816 2.258 -4.210
H: -1.789 -3.590 -2.081
H: 2.125 4.393 -3.392
H: 2.616 -4.038 1.932
H: -1.562 3.169 1.882
H: -0.581 0.683 1.770
H: -1.149 -3.515 3.890
H: 1.441 -0.130 3.120
H: 5.744 2.989 -1.676
H: 1.567 6.861 2.619
H: -0.453 -7.414 -3.705
H: -7.414 -3.521 1.041
H: 1.020 0.927 -2.177
H: -5.106 -3.469 1.959
H: 1.116 -4.228 4.028
H: 0.772 3.671 -1.485
H: 3.602 3.437 2.092
H: 4.488 4.704 -3.055
H: 1.828 -6.587 -3.449
H: 5.399 2.711 3.855
H: -2.290 5.016 3.297
H: -8.064 -2.132 -0.899



5.
# C3H5N3O

A single C3H5N3O molecule in a non-equilibrium geometry (ωB97M-V/def2-TZVPD, OMol25).

Output
* structure (SMILES): CNc1nnco1
* Kohn-Sham gap: 9.7065 eV
* HOMO energy: -8.95 eV

Atoms and positions in Å:
O: 0.285 -0.774 0.564
N: 0.359 1.063 1.656
N: 0.121 1.411 0.383
N: -0.187 0.059 -1.620
C: 0.131 0.231 -0.278
C: -0.771 -1.190 -1.874
C: 0.353 -0.190 1.776
H: -1.641 -1.642 -1.174
H: 0.022 -1.898 -1.722
H: -0.526 0.914 -1.924
H: 0.674 -0.783 2.597
H: -1.135 -1.247 -2.974



6.
# C21H18BrIIrN4O2S2

A molecular structure, C21H18BrIIrN4O2S2 in a non-equilibrium geometry (ωB97M-V/def2-TZVPD, OMol25).

Output
* Kohn-Sham gap (spin up / spin down): 5.4375 / 2.8281 eV
* HOMO energy (spin up / spin down): -12.79 / -12.79 eV
* net charge: +2
* 2S+1: 6

Atoms and positions in Å:
Ir: -1.277 0.405 0.865
I: 6.233 0.559 -4.292
Br: -3.720 1.387 -0.359
S: -1.884 -1.877 1.966
S: 0.472 -3.545 2.617
O: 0.108 1.277 -0.846
O: 0.736 -0.599 0.056
N: -0.088 0.227 2.853
N: 0.323 -0.964 3.141
N: -2.274 -0.853 -0.833
N: -0.898 2.484 1.780
C: 2.662 1.623 -2.022
C: -0.372 2.536 3.022
C: -4.229 -0.820 -2.192
C: 0.949 0.356 -0.740
C: -2.732 -2.713 -2.254
C: -0.011 1.270 3.605
C: -0.167 3.756 3.672
C: -3.894 -2.071 -2.684
C: -1.193 3.602 1.144
C: -2.354 -4.067 -2.737
C: 2.937 -0.765 -1.771
C: -0.491 4.927 3.005
C: 2.204 0.398 -1.534
C: 3.822 1.684 -2.770
C: -3.386 -0.265 -1.248
C: -0.298 -1.996 2.665
C: 4.517 0.508 -3.047
C: 4.088 -0.715 -2.532
C: -1.946 -2.040 -1.323
C: 2.192 -3.044 2.828
C: -1.010 4.854 1.721
H: -1.273 5.741 1.171
H: -4.539 -2.559 -3.398
H: -1.030 -2.478 -0.950
H: 4.181 2.636 -3.132
H: -1.589 3.503 0.142
H: -2.549 -4.162 -3.802
H: -1.308 -4.281 -2.537
H: 0.237 3.777 4.672
H: -5.117 -0.300 -2.511
H: 2.113 2.527 -1.806
H: -2.958 -4.824 -2.233
H: 2.455 -2.312 2.068
H: -0.330 5.885 3.475
H: 2.337 -2.612 3.815
H: 0.308 1.198 4.641
H: 2.597 -1.701 -1.357
H: 4.650 -1.616 -2.723
H: 2.797 -3.939 2.711



7.
# C8H8O

A single C8H8O molecule in a non-equilibrium geometry (ωB97M-V/def2-TZVPD, OMol25).

Output
* structure (SMILES): C[C@@H]1Oc2ccccc21
* Kohn-Sham gap: 9.1669 eV
* HOMO energy: -8.19 eV

Atoms and positions in Å:
O: -0.874 1.698 0.025
C: -2.602 -0.178 -0.385
C: -0.118 -0.218 0.364
C: -1.547 0.230 0.594
C: 2.462 0.286 -0.140
C: 0.684 -1.323 0.387
C: 0.290 1.065 -0.007
C: 2.004 -0.959 0.083
C: 1.599 1.377 -0.206
H: -3.467 -0.660 0.050
H: 3.472 0.324 -0.216
H: -2.923 0.616 -1.037
H: -2.302 -0.864 -1.228
H: 2.049 2.310 -0.454
H: 0.459 -2.375 0.690
H: -1.998 0.326 1.508
H: 2.810 -1.656 -0.029



8.
# C4H7NO2

2 unconnected molecules or ions with the total composition C4H7NO2 in a non-equilibrium geometry (ωB97M-V/def2-TZVPD, OMol25).

Output
* structure (SMILES): C=C=O.NCC=O
* Kohn-Sham gap: 9.7754 eV
* HOMO energy: -9.10 eV

Atoms and positions in Å:
O: -2.261 -0.212 -1.842
O: 0.026 -0.063 2.661
N: 0.509 1.114 0.039
C: -1.399 -0.072 -1.010
C: 0.942 -1.726 1.061
C: -0.291 0.962 -1.165
C: 0.474 -0.793 1.865
H: 0.354 0.584 -1.972
H: 1.423 1.483 -0.189
H: 0.961 -2.747 1.419
H: 0.086 1.761 0.697
H: -1.362 -0.714 -0.106
H: 1.294 -1.467 0.074
H: -0.757 1.889 -1.532



9.
# C19H20BMnN6O3S3

A molecular structure, C19H20BMnN6O3S3 (ωB97M-V/def2-TZVPD, OMol25).

Output
* Kohn-Sham gap (spin up / spin down): 4.3791 / 5.8114 eV
* HOMO energy (spin up / spin down): -6.56 / -6.59 eV
* 2S+1: 5

Atoms and positions in Å:
Mn: -1.449 0.162 -0.527
S: 0.206 1.832 -0.906
S: 0.032 -1.718 -0.854
S: 3.682 1.599 -0.381
O: -5.025 1.912 -0.879
O: -2.819 1.502 -0.910
O: -1.046 0.658 1.464
N: -0.373 1.777 1.699
N: 0.708 -1.996 1.771
N: 2.789 1.160 -2.926
N: 2.450 -1.679 0.496
N: 3.130 -0.679 -1.807
N: -3.182 -1.064 -0.543
C: 2.484 0.105 -3.771
C: 0.384 3.329 3.319
C: -3.290 -2.388 -0.399
C: -5.556 -0.868 -0.524
C: 1.117 -1.756 0.500
C: 2.887 -1.895 1.776
C: -4.070 1.174 -0.813
C: -0.641 -2.294 2.208
C: 1.052 4.034 2.315
C: -4.520 -3.012 -0.312
C: -5.671 -2.239 -0.370
C: 0.254 2.435 0.694
C: 2.663 2.560 -3.264
C: -4.292 -0.318 -0.612
C: 2.708 -1.025 -3.073
C: 3.174 0.674 -1.713
C: -0.319 2.209 2.978
C: 1.815 -2.085 2.578
C: 0.980 3.589 1.021
B: 3.525 -1.657 -0.686
H: 3.291 3.131 -2.583
H: 0.409 3.641 4.352
H: 1.737 -2.271 3.634
H: -2.358 -2.938 -0.362
H: 1.484 4.100 0.214
H: -0.869 1.592 3.671
H: 4.559 -1.298 -0.193
H: 2.607 -2.055 -3.364
H: 1.631 2.897 -3.160
H: 3.570 -2.781 -1.132
H: -4.567 -4.086 -0.202
H: -1.355 -1.699 1.649
H: 1.618 4.924 2.552
H: 2.994 2.711 -4.290
H: -0.728 -2.038 3.261
H: -0.855 -3.354 2.068
H: 3.936 -1.868 2.007
H: -6.646 -2.702 -0.300
H: 2.162 0.262 -4.784
H: -6.406 -0.204 -0.585



10.
# C16H37F4NO10P2S

3 unconnected molecules or ions with the total composition C16H37F4NO10P2S in a non-equilibrium geometry (ωB97M-V/def2-TZVPD, OMol25).

Output
* structure (SMILES): CN(CCC(F)(F)F)S(=O)(=O)F.CCOP(=O)(OCC)OCC.CCOP(=O)(OCC)OCC
* Kohn-Sham gap: 8.7460 eV
* HOMO energy: -10.07 eV

Atoms and positions in Å:
S: -1.215 0.439 -6.079
P: 4.178 2.855 3.463
P: -1.764 -2.742 0.667
F: -5.477 -0.349 -7.227
F: -7.077 -0.110 -5.660
F: -0.561 -0.179 -7.495
F: -5.491 -1.646 -5.300
O: -0.692 -4.013 0.519
O: -1.064 -2.022 1.819
O: 3.311 4.282 3.477
O: -2.726 -3.459 -0.543
O: 4.190 3.001 1.767
O: 2.908 1.823 3.213
O: -1.570 1.852 -6.390
O: -0.166 0.413 -5.022
O: 4.230 2.727 4.986
O: -1.199 -1.790 -0.560
N: -2.645 -0.407 -5.698
C: -0.691 -0.484 -0.304
C: 0.812 -0.525 -0.101
C: -5.701 -0.376 -5.837
C: -2.416 -1.870 -5.477
C: 1.531 1.341 5.141
C: -3.341 -4.719 -0.355
C: 4.678 6.274 3.803
C: 4.847 4.074 1.118
C: -0.170 -4.677 1.664
C: 6.350 4.016 1.292
C: -4.838 0.765 -5.152
C: -1.063 -5.820 2.113
C: 3.635 5.334 4.378
C: 2.578 0.825 4.172
C: -3.421 0.249 -4.608
C: -4.415 -4.681 0.712
H: 2.712 5.893 4.557
H: -4.021 -4.309 1.662
H: 6.629 3.990 2.349
H: 6.754 3.116 0.826
H: 1.105 -1.258 0.653
H: 4.610 3.989 0.052
H: -2.060 -5.456 2.374
H: 4.434 5.028 1.442
H: -2.863 -2.410 -6.381
H: 6.820 4.888 0.828
H: -4.828 -5.680 0.872
H: 1.310 -0.818 -1.030
H: 1.821 2.294 5.588
H: -1.313 -2.152 -5.383
H: -0.918 0.131 -1.180
H: -3.002 -2.268 -4.582
H: -3.535 -0.373 -3.670
H: 0.806 -5.078 1.380
H: -1.202 -0.023 0.543
H: -3.801 -4.992 -1.310
H: 5.606 5.739 3.581
H: 0.586 1.517 4.617
H: -1.178 -6.558 1.316
H: 1.354 0.618 5.941
H: -5.465 1.178 -4.293
H: 4.904 7.080 4.504
H: 1.187 0.456 0.199
H: -2.838 1.182 -4.289
H: -2.592 -5.484 -0.153
H: 3.968 4.958 5.347
H: 3.471 0.470 4.691
H: 4.325 6.722 2.871
H: -0.639 -6.323 2.984
H: 2.171 -0.031 3.627
H: -4.635 1.570 -5.937
H: 0.001 -3.991 2.494
H: -5.226 -4.014 0.414



11.
# C3H12N2O2

3 unconnected molecules or ions with the total composition C3H12N2O2 in a non-equilibrium geometry (ωB97M-V/def2-TZVPD, OMol25).

Output
* structure (SMILES): [H]/N=C/NCC.O.O
* Kohn-Sham gap: 10.4557 eV
* HOMO energy: -9.84 eV

Atoms and positions in Å:
O: 0.872 2.359 1.665
O: 0.414 1.072 -3.031
N: -0.473 -0.025 0.388
N: -2.509 -1.036 0.997
C: 1.001 -0.302 -0.189
C: -1.224 -0.856 1.280
C: 1.365 -1.675 -0.622
H: -0.830 -1.126 2.249
H: 1.702 -0.214 0.738
H: 0.702 2.514 0.845
H: -3.110 -1.349 1.875
H: -0.409 0.584 -2.935
H: 2.376 -2.061 -0.772
H: 0.799 -2.401 0.091
H: 0.352 1.578 1.748
H: 1.077 -1.859 -1.665
H: -1.101 0.063 -0.308
H: 1.053 0.497 -0.992
H: 1.118 0.753 -2.447



12.
# C8H16

A single C8H16 molecule (ωB97M-V/def2-TZVPD, OMol25).

Output
* structure (SMILES): C/C=C(\C)CCCC
* Kohn-Sham gap: 9.8588 eV
* HOMO energy: -8.74 eV

Atoms and positions in Å:
C: 1.638 -0.933 1.874
C: -1.582 -0.187 -3.226
C: 0.306 -0.149 -1.485
C: 0.119 1.481 2.764
C: -0.985 0.499 -1.988
C: -0.175 0.703 1.497
C: 0.505 -0.358 1.074
C: 0.126 -1.037 -0.226
H: -0.913 -1.357 -0.197
H: 2.353 -1.466 1.249
H: -1.027 0.030 -4.146
H: -1.534 -1.277 -3.130
H: -1.759 0.477 -1.224
H: 0.746 -0.743 -2.285
H: 0.102 0.860 3.668
H: 1.041 0.625 -1.269
H: -0.889 1.566 -2.195
H: 1.284 -1.660 2.607
H: -2.618 0.088 -3.391
H: 0.726 -1.941 -0.347
H: -1.000 1.099 0.919
H: 2.140 -0.155 2.443
H: -0.634 2.244 2.926
H: 1.096 1.958 2.718



13.
# C5H9ClI2O2PW

A molecular structure, C5H9ClI2O2PW in a non-equilibrium geometry (ωB97M-V/def2-TZVPD, OMol25).

Output
* Kohn-Sham gap (spin up / spin down): 6.4657 / 5.6334 eV
* HOMO energy (spin up / spin down): -21.97 / -22.40 eV
* net charge: +3
* 2S+1: 3

Atoms and positions in Å:
W: -0.028 0.118 0.003
I: 0.293 -0.405 2.572
I: -0.368 -0.400 -2.564
Cl: -1.435 1.970 0.185
P: 1.899 1.566 -0.238
O: -2.654 -1.731 0.346
O: 1.883 -2.499 -0.245
C: 3.449 0.658 -0.422
C: 1.719 2.652 -1.677
C: 1.212 -1.551 -0.158
C: -1.723 -1.043 0.225
C: 2.069 2.663 1.195
H: 3.399 0.024 -1.313
H: 2.804 3.441 0.935
H: 2.507 3.419 -1.618
H: 4.262 1.386 -0.525
H: 1.828 2.067 -2.599
H: 1.097 3.126 1.421
H: 2.416 2.087 2.063
H: 0.728 3.130 -1.656
H: 3.615 0.033 0.461